<P>
Density functional theory data (ωB97M-V with the def2-TZVPD basis set) for a 2-piece molecular cluster, C4H12 overall.

Each line ends with the natural charge from an NBO analysis.
Atoms and positions in Å:
1 C 0.78120 0.99522 -2.34240  -0.61
2 C -0.06781 -0.26622 -2.61103  -0.61
3 H 1.56931 0.91484 -3.08832  0.20
4 H 0.23716 1.91863 -2.47236  0.20
5 H 1.11133 0.88686 -1.31092  0.20
6 H -0.07656 -0.54485 -3.67214  0.20
7 H 0.46243 -1.15432 -2.28791  0.20
8 H -1.05118 -0.24529 -2.17125  0.20
9 C -0.50996 -0.97302 2.91210  -0.61
10 C -0.21245 0.29040 2.11169  -0.63
11 H -0.42853 -1.86644 2.30188  0.21
12 H 0.33372 -1.07643 3.60824  0.20
13 H -1.39996 -0.86739 3.52657  0.21
14 H -0.35849 1.27298 2.58125  0.22
15 H -1.03680 0.61996 1.43557  0.20
16 H 0.64661 0.09507 1.47902  0.21

## Properties
E_LUMO in Ha: 0.039

***

<Q>
Density functional theory data (ωB97M-V with the def2-TZVPD basis set) for a 2-piece molecular cluster, C4H12 overall.

Each line ends with the natural charge from an NBO analysis.
Atoms and positions in Å:
1 C -0.23691 0.65704 -1.83119  -0.61
2 C 1.16467 0.05911 -2.06458  -0.61
3 H -0.74664 0.80011 -2.78897  0.20
4 H -0.88640 0.06114 -1.20404  0.20
5 H -0.15722 1.68142 -1.46280  0.20
6 H 1.78746 0.69606 -2.68786  0.21
7 H 1.68053 -0.14912 -1.12756  0.20
8 H 0.98175 -0.90890 -2.53046  0.20
9 C 0.18399 -0.59707 2.26695  -0.61
10 C -1.10797 -0.10554 1.64534  -0.61
11 H 0.13648 -1.47208 2.90177  0.21
12 H 0.91028 -0.74303 1.46172  0.20
13 H 0.66398 0.12526 2.94324  0.20
14 H -0.95193 0.37790 0.69751  0.21
15 H -1.70795 0.52387 2.30785  0.20
16 H -1.71410 -1.00617 1.47306  0.20

## Properties
E_LUMO in Ha: 0.043

***

Stability check: which of them is least stable? <P>.

***

<P>
Density functional theory data (ωB97M-V with the def2-TZVPD basis set) for a 2-piece molecular cluster, C4H12 overall.

Each line ends with the natural charge from an NBO analysis.
Atoms and positions in Å:
1 C 1.50274 0.43685 0.99458  -0.61
2 C 2.67208 1.16022 0.33856  -0.60
3 H 1.66098 0.61016 2.10300  0.20
4 H 0.52090 0.84726 0.75882  0.20
5 H 1.45335 -0.61365 0.71676  0.20
6 H 2.66928 1.03103 -0.69879  0.20
7 H 3.66932 0.87804 0.74290  0.20
8 H 2.57725 2.21410 0.58548  0.20
9 C -2.24373 -0.19753 -1.11524  -0.62
10 C -1.93757 -1.39119 -0.29834  -0.62
11 H -3.25673 0.10411 -0.99392  0.21
12 H -1.55085 0.66784 -1.02356  0.21
13 H -2.13500 -0.44004 -2.17854  0.20
14 H -0.94050 -1.85304 -0.32821  0.21
15 H -2.77641 -2.23159 -0.41934  0.20
16 H -1.88510 -1.22256 0.81585  0.20

## Properties
E_LUMO in Ha: 0.041

***

<Q>
Density functional theory data (ωB97M-V with the def2-TZVPD basis set) for a 2-piece molecular cluster, C4H12 overall.

Each line ends with the natural charge from an NBO analysis.
Atoms and positions in Å:
1 C -0.72972 -1.50696 -1.13693  -0.62
2 C 0.33721 -0.72338 -1.94186  -0.62
3 H -1.62303 -0.91474 -0.97229  0.21
4 H -1.07162 -2.33432 -1.76252  0.21
5 H -0.28678 -1.95278 -0.25834  0.21
6 H 1.33702 -0.88456 -1.52453  0.21
7 H 0.18022 0.34927 -2.03663  0.21
8 H 0.35570 -1.05727 -2.97483  0.20
9 C 0.62150 0.49963 1.62199  -0.61
10 C -0.24602 1.74566 1.46040  -0.61
11 H 0.33883 -0.19448 0.83562  0.21
12 H 1.68511 0.72500 1.57867  0.20
13 H 0.48501 0.04268 2.59706  0.20
14 H 0.15013 2.60671 2.00912  0.20
15 H -0.19712 2.13311 0.44036  0.20
16 H -1.28643 1.56145 1.71463  0.20

## Properties
E_LUMO in Ha: 0.044

***

Stability check: which of them is least stable? <P>.

***

<P>
Density functional theory data (ωB97M-V with the def2-TZVPD basis set) for a 2-piece molecular cluster, C4H12 overall.

Each line ends with the natural charge from an NBO analysis.
Atoms and positions in Å:
1 C -1.15235 -0.54470 -1.33898  -0.62
2 C -2.35574 -1.49484 -1.32253  -0.63
3 H -1.45051 0.50062 -1.20083  0.21
4 H -0.39726 -0.89539 -0.64231  0.21
5 H -0.82514 -0.57773 -2.39615  0.21
6 H -2.23789 -2.26716 -0.57478  0.21
7 H -2.69870 -1.73596 -2.32527  0.21
8 H -3.31030 -0.96773 -1.07337  0.20
9 C 1.30923 1.08066 1.98054  -0.62
10 C 2.23309 0.95958 0.70260  -0.61
11 H 0.59370 1.86073 1.78487  0.21
12 H 0.84851 0.08289 1.98759  0.20
13 H 1.79889 1.09927 2.95221  0.21
14 H 2.16315 1.97806 0.29794  0.20
15 H 1.87102 0.22237 -0.00331  0.20
16 H 3.28105 0.78051 0.89208  0.20

## Properties
E_LUMO in Ha: 0.042

***

<Q>
Density functional theory data (ωB97M-V with the def2-TZVPD basis set) for a 2-piece molecular cluster, C4H12 overall.

Each line ends with the natural charge from an NBO analysis.
Atoms and positions in Å:
1 C 1.65827 0.67082 0.11112  -0.61
2 C 0.96938 1.61773 -0.87064  -0.62
3 H 1.06899 -0.14124 0.54017  0.20
4 H 2.56150 0.18478 -0.26148  0.21
5 H 2.00264 1.19610 1.00547  0.20
6 H 0.92692 1.18778 -1.86130  0.21
7 H 0.07512 2.09679 -0.51670  0.21
8 H 1.68732 2.40969 -0.91286  0.21
9 C -1.07087 -1.42496 -0.29016  -0.62
10 C -1.57257 -0.84338 1.01560  -0.62
11 H -0.11168 -1.92746 -0.14700  0.20
12 H -1.69457 -2.21103 -0.71406  0.21
13 H -0.80834 -0.71516 -1.07393  0.21
14 H -1.22729 -1.37789 1.89586  0.21
15 H -2.65643 -0.93251 1.11021  0.21
16 H -1.25000 0.19070 1.12104  0.21

## Properties
E_LUMO in Ha: 0.044

***

Stability check: which of them is least stable? <P>.

***

<P>
Density functional theory data (ωB97M-V with the def2-TZVPD basis set) for a 2-piece molecular cluster, C4H12 overall.

Each line ends with the natural charge from an NBO analysis.
Atoms and positions in Å:
1 C -0.69380 -1.53797 -2.59036  -0.62
2 C -0.25222 -1.46567 -1.09613  -0.61
3 H -0.85730 -2.59646 -2.79492  0.21
4 H -1.66626 -1.06845 -2.76674  0.20
5 H -0.14977 -0.87855 -3.24850  0.21
6 H 0.03592 -0.43554 -0.91736  0.20
7 H 0.66634 -2.06696 -1.06421  0.20
8 H -0.97348 -1.90831 -0.42261  0.21
9 C 0.19019 1.98622 1.30262  -0.62
10 C 0.72098 0.92347 2.31376  -0.62
11 H -0.89300 2.06795 1.46119  0.21
12 H 0.71841 2.89370 1.55747  0.20
13 H 0.39603 1.88879 0.24992  0.21
14 H 1.36846 0.12146 1.98060  0.21
15 H 1.35833 1.53998 2.96667  0.20
16 H 0.03116 0.53633 3.06860  0.21

## Properties
E_LUMO in Ha: 0.041

***

<Q>
Density functional theory data (ωB97M-V with the def2-TZVPD basis set) for a 2-piece molecular cluster, C4H12 overall.

Each line ends with the natural charge from an NBO analysis.
Atoms and positions in Å:
1 C 1.25890 -1.84362 -0.10073  -0.62
2 C 0.43685 -2.52942 -1.18826  -0.63
3 H 1.49824 -2.36661 0.82805  0.21
4 H 2.18846 -1.50063 -0.56560  0.20
5 H 0.73885 -0.96248 0.29723  0.20
6 H 1.13050 -2.67274 -2.02722  0.21
7 H -0.36333 -2.00143 -1.71232  0.21
8 H -0.12519 -3.41094 -0.86065  0.21
9 C -1.52637 2.19987 0.40905  -0.61
10 C -0.10711 2.14322 0.94563  -0.61
11 H -1.68299 2.53415 -0.60447  0.21
12 H -2.08028 1.26453 0.53170  0.20
13 H -2.12154 2.84419 1.08366  0.20
14 H -0.08185 1.79090 1.95278  0.21
15 H 0.42516 3.07359 0.71670  0.21
16 H 0.41171 1.43742 0.29446  0.20

## Properties
E_LUMO in Ha: 0.040

***

Stability check: which of them is least stable? <P>.